(1)
30
Properties=species:S:1:pos:R:3:forces:R:3:nbo_charge:R:1 method="wB97M-V/def2-TZVPD" orbital_gap_ev=9.82 homo_ev=-8.9 smiles=Cc1ccccc1.Cc1ccccc1 multiplicity=1 energy_ev=-14775.8964
H 4.83908 2.13686 -3.58395 0.53 0.55 0.21 0.2193
H -3.36792 1.86670 3.63500 0.36 0.70 0.31 0.2195
C -3.41670 0.36987 2.20793 -0.80 -0.47 -0.08 -0.0219
C -3.97664 1.67291 2.76609 0.51 -1.85 0.75 -0.6287
H -3.46316 -2.98004 3.02044 0.08 0.80 -1.05 0.2252
C 4.07562 1.42879 -3.82548 -1.96 2.16 -1.82 -0.6145
H 3.20171 2.00484 -4.32076 1.57 -0.71 0.47 0.2059
C -2.63092 0.32803 1.08181 0.92 0.80 -0.43 -0.2032
C 4.27409 0.39249 -1.63566 3.61 -2.04 2.76 -0.1884
C 3.51933 0.79734 -2.64548 -1.02 0.80 -0.33 -0.0519
H 5.36685 0.56443 -1.64462 -0.51 -0.31 -0.40 0.1977
C -2.28776 -0.89402 0.43192 -2.48 0.48 4.13 -0.2255
C 1.65134 0.13774 -1.24886 2.42 1.17 -1.47 -0.2058
H 2.00838 -0.82959 0.61968 0.61 0.19 -0.59 0.2170
H -4.37881 -0.74003 3.72058 0.82 -0.42 -0.40 0.2029
C -2.72634 -2.08796 1.04213 1.20 -1.90 0.59 -0.2077
H 1.48172 1.15756 -3.11744 -0.12 -0.13 -0.28 0.2020
C -3.29188 -2.07261 2.38940 0.22 -0.19 -2.14 -0.2140
H 0.63704 0.11469 -1.17243 -2.73 -0.05 0.49 0.1986
H -1.63078 -0.83843 -0.33749 1.51 -0.30 -2.55 0.2094
H 4.52664 -0.90843 -0.00580 1.13 -0.46 1.45 0.2099
C 2.47965 -0.36119 -0.26696 -0.96 -1.15 0.49 -0.2187
H -2.44670 -3.12500 0.54291 -0.61 2.33 1.16 0.2167
C -3.70348 -0.83793 2.83864 -1.25 0.30 1.35 -0.2175
H -2.22407 1.34877 0.83973 -0.30 -1.31 -0.69 0.2045
C 2.17915 0.71858 -2.42030 -2.21 -0.67 0.87 -0.1938
H -3.87266 2.43129 2.02494 -0.33 0.79 -0.23 0.2189
C 3.82505 -0.34446 -0.52320 -0.62 1.50 -1.40 -0.2003
H 4.47822 0.78661 -4.57452 0.23 -0.83 -0.43 0.2232
H -4.97859 1.52438 3.20169 0.15 0.24 -0.73 0.2214


(2)
58
Properties=species:S:1:pos:R:3:forces:R:3:nbo_charge:R:1 method="wB97M-V/def2-TZVPD" orbital_gap_ev=9.05 homo_ev=-8.7 smiles="CCN(C(=O)COC(=O)c1cn(-c2ccccc2)nc1-c1ccccc1)[C@@H]1CCS(=O)(=O)C1" multiplicity=1 energy_ev=-50836.9203
C -0.47792 -3.39820 5.26543 0.05 0.19 -0.18 -0.2551
H 0.31706 -3.94374 4.78294 0.09 -0.05 -0.05 0.2152
O -1.20309 2.86188 -4.34527 0.09 0.04 0.27 -0.9489
H -1.71386 0.79975 -0.80192 -0.13 0.03 0.06 0.2232
C -1.87649 -1.44583 5.46161 0.11 0.04 -0.16 -0.2417
O 2.29323 -1.61304 -3.39496 0.25 -0.20 -0.05 -0.6227
N 0.68956 -0.08120 -3.03604 -0.09 0.05 -0.33 -0.4462
C -0.85419 -2.13663 4.81628 -0.55 -0.31 0.80 0.2163
C 0.23904 -0.35795 -4.40487 0.48 -0.68 -0.15 -0.0490
H -2.64851 -3.72021 7.83620 -0.04 -0.04 0.07 0.2168
C -1.13494 0.07396 -1.36532 0.12 0.18 -0.09 -0.6188
H 2.91924 0.52367 -1.41426 -0.07 -0.09 0.04 0.2003
H -0.68382 -0.62379 -0.66632 -0.02 -0.07 0.05 0.2197
C -1.12211 0.19314 -4.76671 0.28 0.71 -0.08 -0.6719
C -0.10984 3.85860 0.51142 -0.02 0.05 -0.03 -0.2074
H 0.64252 1.26168 -1.44925 -0.05 0.11 -0.11 0.2264
N -0.22619 -1.53039 3.72072 0.68 -0.01 -0.85 -0.1792
H -0.18701 4.82506 0.03683 -0.01 0.08 -0.04 0.2186
S -0.78796 1.90608 -5.33948 -0.11 0.28 0.00 2.1466
N -0.55930 -0.28491 3.36509 -0.32 0.73 0.07 -0.2605
O 2.91319 -1.96088 0.87621 -0.15 0.04 0.00 -0.5809
O 1.60931 -0.45704 -0.19098 -0.28 -0.01 0.03 -0.5199
C -1.24662 3.22310 0.98293 -0.06 0.09 -0.01 -0.2147
H -2.14620 -0.46722 5.09915 -0.04 0.04 0.02 0.2476
H -0.49411 1.60831 -2.74890 0.17 -0.06 0.20 0.2367
H -2.02815 1.47528 1.95302 -0.10 -0.05 0.01 0.2246
H 2.24154 -0.03292 -5.17655 -0.07 0.02 -0.08 0.2538
H 0.26931 -1.44860 -4.52744 -0.11 0.26 -0.05 0.2473
H 2.01927 3.76052 0.31663 0.07 0.04 -0.01 0.2146
H -0.83329 -4.93846 6.69551 0.03 -0.07 0.02 0.2184
C 1.03267 1.76604 -5.38536 -0.79 -0.13 0.04 -0.6536
H -1.53434 -0.33417 -5.62173 0.02 -0.02 -0.06 0.2630
C -2.14700 -3.27489 6.99069 -0.03 -0.04 0.07 -0.2172
O -1.31083 2.07634 -6.66503 0.10 -0.27 -0.42 -0.9396
C -1.15005 1.98042 1.58053 0.15 -0.08 0.06 -0.1982
C -2.51712 -2.01667 6.54388 0.05 -0.11 0.01 -0.1908
C -0.05007 0.80646 -2.15786 -0.35 -0.04 0.50 -0.2500
C 1.23068 2.01205 1.25724 -0.10 -0.02 0.09 -0.2109
H -1.80609 -0.48292 -2.01438 -0.09 -0.05 -0.08 0.1944
H 1.13396 -3.01597 3.00162 0.05 -0.21 0.07 0.2328
C 1.12830 3.25552 0.66142 0.11 0.06 -0.04 -0.2103
C 0.08780 1.35448 1.70432 -0.17 0.45 -0.07 0.0026
H 1.39641 2.27376 -6.27099 -0.08 0.13 -0.07 0.2587
C -1.12811 -3.95923 6.34967 -0.05 0.01 0.03 -0.1924
H 0.98050 -0.10812 -6.41361 0.05 -0.06 -0.05 0.2214
H 2.20008 1.55577 1.39530 0.08 -0.03 -0.01 0.2145
C 0.17338 0.03484 2.31695 0.23 -0.81 0.14 0.1535
H -1.84674 0.22613 -3.96441 -0.11 0.10 0.05 0.2584
C 1.22317 0.26831 -5.41879 0.25 -0.41 0.07 -0.4230
H 1.42399 2.22813 -4.48455 -0.01 0.06 0.11 0.2397
H -3.30872 -1.47685 7.04094 -0.06 0.06 0.03 0.2185
C 1.95953 -1.22464 0.86308 0.33 -0.31 0.01 0.7960
C 2.45662 -0.46876 -1.32587 0.73 -0.24 -0.15 -0.1782
C 0.72714 -2.03103 2.91041 0.17 0.29 -0.35 0.0416
C 1.01806 -1.06051 1.97027 -0.34 -0.01 0.48 -0.2724
C 1.77508 -0.79410 -2.65621 0.01 0.08 0.36 0.6625
H -2.21089 3.69866 0.88155 -0.08 0.03 -0.01 0.2182
H 3.24292 -1.21912 -1.18075 -0.23 0.25 -0.16 0.2519


(3)
76
Properties=species:S:1:pos:R:3:forces:R:3:mulliken_charge:R:1 method="wB97M-V/def2-TZVPD" orbital_gap_ev=2.89 homo_ev=-1.1 charge=-1 multiplicity=1 energy_ev=-89464.9310
H 3.30807 -2.33283 -0.72517 0.03 -0.16 -0.02 0.1737
C -4.33214 0.76655 1.09749 0.11 0.13 -0.17 -0.9864
H 5.71623 -1.96040 1.39893 0.10 -0.02 0.44 0.3043
C -2.38092 -0.46892 -3.08800 1.41 1.20 0.38 1.4597
H -1.44618 -1.39608 -4.87539 -0.19 0.10 0.47 0.2099
H 2.52796 -3.39216 -1.92270 0.01 0.17 0.10 0.3161
H -4.39626 -1.72332 1.02136 0.00 -0.05 0.07 0.3787
O 4.03682 1.41769 2.54543 1.30 -0.76 -0.35 -0.6606
H 5.36044 0.57801 1.19302 -0.14 0.00 0.13 0.3907
H 2.62908 3.81067 2.69092 -0.15 -0.25 -0.27 0.3633
N 2.57575 3.82588 1.66761 0.57 0.11 0.16 -0.0987
O -1.72040 -0.59203 -1.74768 -0.10 -0.39 0.93 -0.1309
O -0.94222 3.10703 1.59910 1.85 0.36 0.43 -0.5883
H -4.52022 0.95705 0.02731 0.23 -0.13 0.26 0.2522
H 4.79535 0.08317 4.81335 -0.09 -0.13 0.00 0.2991
H 3.48197 -4.10035 -0.61987 -0.24 0.08 0.11 0.3862
H -2.88869 -1.81488 0.10818 0.03 0.17 0.27 0.1083
Cl 2.59900 -3.24865 1.92620 1.11 0.24 1.33 -0.4509
C -2.05436 -1.65267 -3.98777 -0.29 0.16 -0.10 -1.4436
N 5.00711 -0.61444 2.84849 0.27 0.59 -0.40 0.2863
H -3.71941 1.11070 -2.58257 0.07 -0.02 0.04 0.2474
H -3.00170 -2.04982 -4.37245 0.20 -0.20 0.11 0.4346
H 3.33856 -0.66887 4.10891 0.32 -0.08 0.19 0.0747
C -2.02098 2.27881 -1.28281 0.32 0.23 -0.13 0.1991
H -5.22996 0.27456 1.49787 0.26 0.17 0.09 0.4150
C -2.21281 3.64967 -1.07148 -0.06 -0.56 -0.29 -0.7164
H -4.15703 1.71963 1.61414 -0.16 -0.21 -0.19 0.3052
H 6.99700 -1.18470 2.38927 -0.36 -0.25 0.10 0.3242
C -1.60610 4.58647 -1.89638 0.57 -0.08 -0.16 -0.6192
H 3.22309 4.52596 1.32179 0.07 0.09 -0.09 0.3605
H -2.87527 -2.10093 1.88099 0.03 0.18 -0.12 0.3066
C -1.16227 1.80132 -2.29199 -0.05 0.25 0.11 0.2980
C -2.05223 0.39638 1.89431 -0.52 -0.28 -0.28 0.0016
H -4.95706 -0.26892 -4.80732 0.01 -0.11 -0.35 0.2731
H -5.09795 -1.37035 -3.44101 -0.26 -0.33 -0.05 0.3813
C 1.18954 4.07614 1.19537 -0.31 -0.19 0.15 -0.8069
H 5.94460 -2.45674 3.10918 0.03 0.31 -0.44 0.2499
H -0.20355 4.87214 -3.51753 0.01 -0.01 -0.04 0.3645
C 4.81325 0.51902 2.14717 -1.03 0.31 1.02 -0.0815
H -0.35622 -2.93041 2.24253 0.04 -0.22 -0.04 0.2057
C 0.26974 3.03835 1.85531 -1.95 -0.23 -0.12 0.8727
H 4.72716 -1.70188 4.58076 -0.21 0.30 0.01 0.2934
C 4.43246 -0.72964 4.17409 -0.24 -0.01 0.12 -0.6623
H -0.11510 -0.05699 -2.90922 0.14 0.52 -0.15 0.4921
C 0.53411 -4.80849 -0.88851 -0.54 0.21 -0.36 -1.3110
H 1.03404 -5.75541 -0.62280 -0.07 0.26 0.01 0.3124
H 0.88417 5.08714 1.48311 0.05 -0.20 -0.15 0.3697
C -3.62836 0.16578 -3.10169 0.13 0.49 0.00 -0.5884
H -2.09328 1.47187 2.14620 0.11 -0.45 -0.23 0.4530
H -1.06632 -4.15719 1.15405 0.12 0.21 0.09 0.2600
H -0.54889 -4.94298 -0.77895 0.21 -0.17 -0.09 0.3289
N -3.16559 -0.08736 1.30202 0.40 0.10 0.91 0.3476
H -1.52514 -2.41563 -3.40505 -0.11 0.04 -0.18 0.2306
C 2.78283 -3.28733 -0.86126 0.01 0.66 -0.21 -1.3731
O 0.84824 2.19543 2.63582 0.17 0.02 -0.20 -0.8640
H -2.50962 1.53864 -0.64975 0.13 0.23 -0.24 0.5175
C -0.13159 -3.79939 1.60720 -0.28 0.42 0.07 -1.2741
Si 1.18475 -3.39162 0.24738 -0.09 -1.06 -0.67 1.0905
C 5.97478 -1.60819 2.41092 0.30 -0.12 -0.50 -0.8266
C -1.07381 0.34599 -2.56876 -0.57 -0.34 -1.01 -1.2157
H 0.25870 -4.60346 2.24988 -0.06 0.18 -0.22 0.4096
H -2.85888 3.97171 -0.26132 0.06 0.01 -0.05 0.2681
H 0.75287 -4.59358 -1.94259 -0.06 -0.20 0.19 0.3361
C -0.71528 4.14811 -2.89457 -0.24 -0.75 0.33 -0.5143
H -5.67863 0.28327 -3.33131 -0.25 -0.13 -0.02 0.3863
H 0.21734 2.41493 -3.83933 -0.26 0.27 0.18 0.3520
C -0.48723 2.77788 -3.08206 -0.27 -0.33 0.34 -0.4572
O -1.05026 -0.30131 2.14722 -0.20 0.38 0.08 -0.6381
C -4.86596 -0.33883 -3.71506 -0.54 -0.05 -0.19 -1.7505
Cl 0.57808 -1.23816 -0.07373 0.02 -0.88 -0.42 -0.0536
C -3.32759 -1.51941 1.07252 0.20 -0.09 -0.59 -0.8621
Sn 1.49342 0.03686 2.04193 -0.90 0.34 -0.21 1.0769
H -1.76424 5.65115 -1.73682 -0.03 -0.14 -0.06 0.3446
H 2.90771 2.88350 1.32431 -0.33 0.10 0.08 0.0950
Cl 2.36706 1.36022 0.01124 0.12 -0.11 -0.19 -0.5772
H 1.14836 3.93662 0.11002 0.01 0.10 0.22 0.3446